No. 1
{"formula": "C14H20N2O4", "method": "wB97M-V/def2-TZVPD", "elements": ["C", "C", "C", "N", "C", "O", "N", "C", "O", "C", "C", "O", "C", "C", "C", "C", "C", "C", "C", "O", "H", "H", "H", "H", "H", "H", "H", "H", "H", "H", "H", "H", "H", "H", "H", "H", "H", "H", "H", "H"], "positions_angstrom": [[-5.8292, -0.4931, -0.0335], [-4.6227, -0.9671, -0.2740], [-3.5572, -0.1965, -0.9944], [-2.4243, 0.0675, -0.1059], [-2.4707, 1.2334, 0.6371], [-3.3592, 2.0411, 0.5381], [-1.4171, 1.4074, 1.4983], [-0.3187, 0.5846, 1.7011], [0.5051, 0.8990, 2.5334], [-0.3074, -0.6069, 0.8686], [0.7294, -1.5336, 0.9189], [0.6778, -2.6593, 0.2586], [1.9735, -1.3614, 1.7193], [2.9318, -0.2856, 1.1775], [3.4215, -0.5275, -0.2497], [2.4304, -0.1821, -1.3644], [1.9099, 1.2561, -1.3549], [3.0147, 2.2962, -1.4985], [-1.4263, -0.8718, -0.0195], [-1.5029, -1.8944, -0.7092], [-6.5728, -1.0695, 0.4896], [-6.1201, 0.4937, -0.3525], [-4.3276, -1.9536, 0.0577], [-3.9395, 0.7678, -1.3310], [-3.1752, -0.7768, -1.8382], [-1.4503, 2.2474, 2.0659], [-0.1765, -2.6840, -0.2787], [2.4836, -2.3263, 1.7335], [1.7008, -1.0678, 2.7343], [2.4593, 0.6900, 1.2613], [3.7966, -0.2835, 1.8435], [3.7023, -1.5782, -0.3569], [4.3264, 0.0644, -0.3988], [2.9316, -0.3608, -2.3194], [1.5772, -0.8600, -1.3244], [1.3500, 1.4469, -0.4368], [1.2094, 1.3655, -2.1871], [3.6650, 2.2964, -0.6279], [3.6166, 2.0922, -2.3816], [2.5850, 3.2902, -1.5991]], "fmax_ev_per_a": 0.49, "e_tot_ha": -956.01487, "smiles": "C=CCN1C(=O)NC(=O)/C(=C(/O)CCCCCC)C1=O", "relative_energy_kcal_mol": 3.9}

No. 2
{"formula": "C14H20N4OS", "method": "wB97M-V/def2-TZVPD", "elements": ["O", "C", "C", "S", "C", "N", "C", "C", "C", "N", "N", "N", "C", "C", "C", "C", "C", "C", "C", "C", "H", "H", "H", "H", "H", "H", "H", "H", "H", "H", "H", "H", "H", "H", "H", "H", "H", "H", "H", "H"], "positions_angstrom": [[3.3798, 1.2658, 0.9362], [2.1881, 1.2553, 0.9018], [1.3891, 0.5633, 2.1669], [1.8635, -1.1778, 2.4754], [0.6717, -1.9437, 1.7194], [-0.5042, -1.1657, 1.3173], [-1.3496, -1.7572, 0.8127], [-1.4116, -3.1769, 0.7235], [-0.5305, -3.9662, 1.1654], [0.7427, -3.2819, 1.6015], [1.3477, 1.5878, -0.1662], [0.1303, 1.6989, -0.0092], [-0.3848, 2.1483, -1.0292], [-2.0069, 2.2290, -0.5800], [-2.9061, 1.6936, -1.8614], [-2.8869, 0.3525, -2.2346], [-1.3301, -0.1375, -2.6087], [-0.8233, 0.5821, -3.5238], [0.4337, 1.5551, -3.1511], [-0.1324, 2.5568, -2.1573], [0.4166, 0.7810, 2.2319], [1.8134, 1.2903, 3.1431], [-2.3808, -1.3255, 0.5854], [-2.3259, -3.7750, 0.2660], [-0.4226, -4.8325, 1.3444], [2.0949, 2.0419, -0.8315], [-2.2555, 1.6821, 0.4034], [-2.2099, 3.1328, -0.4734], [-2.7042, 2.1566, -2.8882], [-4.0414, 2.0469, -1.6259], [-3.4365, -0.4504, -1.3466], [-3.5249, -0.0278, -3.0704], [-1.7135, -1.3091, -2.8270], [-0.8068, -0.2641, -1.7148], [-0.5122, -0.2319, -4.3594], [-1.6276, 1.1764, -4.0410], [0.8784, 1.8773, -3.9620], [1.0006, 0.6996, -2.7977], [0.9098, 3.1195, -2.0991], [-0.8915, 3.1139, -2.5744]], "fmax_ev_per_a": 18.72, "e_tot_ha": -1237.40076, "smiles": "O=C(CSc1ncccn1)NN=C1CCCCCCC1", "relative_energy_kcal_mol": 359.6}

No. 3
{"formula": "C14H20N5O3", "method": "wB97M-V/def2-TZVPD", "elements": ["C", "C", "O", "C", "C", "C", "C", "C", "C", "N", "C", "C", "N", "C", "O", "C", "N", "O", "N", "C", "N", "C", "H", "H", "H", "H", "H", "H", "H", "H", "H", "H", "H", "H", "H", "H", "H", "H", "H", "H", "H", "H"], "positions_angstrom": [[3.0155, 4.9690, 2.6214], [3.4041, 3.4956, 2.6261], [3.0427, 2.8331, 1.4220], [1.7623, 2.4888, 1.1900], [0.6999, 2.6067, 2.0865], [-0.5647, 2.1807, 1.7232], [-0.8038, 1.6327, 0.4759], [0.2444, 1.5203, -0.4287], [0.0260, 0.8910, -1.7783], [0.4106, -0.5423, -1.7010], [0.2650, -1.3102, -2.9531], [0.3289, -2.8147, -2.6713], [-0.9062, -3.3551, -2.1292], [-1.4957, -2.9950, -0.9788], [-1.1607, -2.0114, -0.2986], [-2.6052, -3.8414, -0.5790], [-3.0048, -4.8985, -1.2568], [-4.0168, -5.4180, -0.6016], [-4.3123, -4.7358, 0.5134], [-3.4586, -3.7301, 0.5824], [-3.4326, -2.7899, 1.5256], [1.5145, 1.9372, -0.0708], [3.3647, 5.4379, 3.5366], [1.9375, 5.0938, 2.5516], [3.4752, 5.4700, 1.7735], [2.9784, 2.9752, 3.4916], [4.4917, 3.3973, 2.6654], [0.8460, 3.0295, 3.0667], [-1.3759, 2.2825, 2.4271], [-1.7962, 1.3100, 0.2029], [0.6325, 1.3833, -2.5423], [-1.0252, 0.9474, -2.0643], [1.3719, -0.5943, -1.3523], [-0.2285, -1.0623, -0.9668], [1.0523, -1.0314, -3.6563], [-0.7015, -1.0622, -3.3978], [0.5258, -3.3412, -3.6046], [1.1585, -3.0219, -1.9833], [-1.2905, -4.1824, -2.5659], [-4.0401, -2.8810, 2.3204], [-2.6723, -2.1324, 1.5385], [2.3432, 1.8694, -0.7597]], "fmax_ev_per_a": 1.64, "e_tot_ha": -1044.71236, "smiles": "CCOc1cccc(C[NH2+]CCNC(=O)c2nonc2N)c1", "charge": 1, "relative_energy_kcal_mol": 1.4}

No. 4
{"formula": "C14H20N6O2S", "method": "wB97M-V/def2-TZVPD", "elements": ["C", "O", "C", "C", "C", "C", "N", "C", "N", "C", "N", "O", "N", "C", "N", "C", "N", "C", "C", "S", "C", "C", "C", "H", "H", "H", "H", "H", "H", "H", "H", "H", "H", "H", "H", "H", "H", "H", "H", "H", "H", "H", "H"], "positions_angstrom": [[1.0143, -3.0085, -3.2349], [1.6614, -3.6303, -2.1509], [0.8395, -4.1634, -1.1466], [0.2380, -3.1541, -0.1472], [-1.0801, -2.4995, -0.5780], [-1.1187, -1.2482, 0.2963], [0.2685, -0.8162, 0.3365], [0.6988, 0.4104, -0.0384], [1.9029, 0.4894, -0.5584], [2.1997, 1.6617, -1.1480], [3.2724, 2.0329, -1.8045], [2.9787, 3.2409, -2.3215], [1.7420, 3.6685, -2.0103], [1.2213, 2.7202, -1.2712], [0.0686, 2.6955, -0.5735], [-0.1466, 1.6082, 0.1187], [-1.2108, 1.6061, 0.9828], [-2.1312, 2.7275, 0.8965], [-1.6643, 3.9601, 1.6589], [-1.5462, 3.5886, 3.4360], [-0.4163, 2.1769, 3.2475], [-1.0202, 1.1113, 2.3331], [1.1536, -1.9552, 0.1212], [1.7534, -2.9474, -4.0327], [0.6811, -1.9934, -2.9933], [0.1583, -3.6000, -3.5808], [0.0224, -4.7540, -1.5889], [1.4993, -4.8421, -0.5989], [0.0561, -3.6960, 0.7861], [-1.9398, -3.1452, -0.4096], [-1.0538, -2.2193, -1.6296], [-1.7674, -0.4686, -0.1006], [-1.4581, -1.5130, 1.3046], [-2.2422, 2.9831, -0.1587], [-3.0915, 2.3887, 1.2982], [-2.3831, 4.7700, 1.5583], [-0.6892, 4.2878, 1.3006], [-0.2512, 1.7751, 4.2452], [0.5276, 2.5452, 2.8410], [-0.3482, 0.2530, 2.3180], [-1.9947, 0.8047, 2.7256], [1.7855, -2.0998, 1.0004], [1.8103, -1.7520, -0.7294]], "fmax_ev_per_a": 1.84, "e_tot_ha": -1422.58210, "smiles": "COC[C@@H]1CCN(c2nc3nonc3nc2N2CCSCC2)C1", "relative_energy_kcal_mol": 3.1}

No. 5
{"formula": "C14H20N6PS2Zr", "method": "wB97M-V/def2-TZVPD", "elements": ["Zr", "C", "S", "C", "S", "N", "N", "C", "C", "C", "C", "C", "C", "N", "H", "H", "H", "H", "H", "H", "H", "H", "C", "N", "C", "N", "C", "N", "C", "P", "C", "C", "H", "H", "H", "H", "H", "H", "H", "H", "H", "H", "H", "H"], "positions_angstrom": [[1.8078, -0.1043, -0.9866], [-2.2144, 0.1398, -5.3672], [-1.2538, -1.2147, -4.6618], [-0.3313, -0.4148, -3.4848], [0.7844, -1.5045, -2.5909], [-0.3835, 0.8426, -3.2043], [0.5045, 1.2411, -2.2394], [0.6306, 2.5192, -2.0995], [1.6037, 3.0069, -1.1356], [1.8598, 4.3400, -0.9141], [2.8462, 4.6869, 0.0134], [3.5338, 3.6879, 0.6835], [3.2216, 2.3665, 0.4110], [2.2782, 2.0206, -0.4824], [-2.8265, -0.3261, -6.1374], [-1.5483, 0.8726, -5.8146], [-2.8483, 0.5879, -4.6072], [0.0421, 3.1927, -2.7152], [1.3108, 5.0994, -1.4555], [3.0716, 5.7291, 0.2020], [4.3054, 3.9189, 1.4050], [3.7494, 1.5653, 0.9216], [-0.4697, -2.5667, 3.4832], [-0.8733, -1.1813, 3.2860], [-2.2109, -1.1311, 2.6954], [-2.2584, -1.8638, 1.4231], [-1.8658, -3.2518, 1.6287], [-0.5130, -3.2880, 2.1996], [0.5183, -3.0232, 1.3255], [0.2957, -1.0428, 0.8115], [0.1001, -0.3867, 2.5873], [-1.5707, -1.2166, 0.3619], [-1.1634, -3.0467, 4.1712], [0.5347, -2.6195, 3.9015], [-2.5092, -0.0955, 2.5350], [-2.9150, -1.5920, 3.3865], [-1.8877, -3.8015, 0.6883], [-2.5535, -3.7197, 2.3304], [0.4517, -3.5693, 0.3871], [1.5014, -3.0832, 1.7843], [-0.2281, 0.6515, 2.5374], [1.0629, -0.4280, 3.0968], [-1.6300, -1.7857, -0.5671], [-1.9600, -0.2112, 0.2064]], "fmax_ev_per_a": 0.10, "e_tot_ha": -2057.74706, "charge": 3}

No. 6
{"formula": "C14H21AlF4I2N2O4", "method": "wB97M-V/def2-TZVPD", "elements": ["C", "C", "C", "O", "C", "O", "C", "O", "C", "C", "C", "O", "C", "C", "C", "N", "I", "C", "I", "C", "C", "N", "H", "H", "H", "H", "H", "H", "H", "H", "H", "H", "H", "H", "H", "H", "H", "H", "H", "H", "H", "H", "H", "F", "Al", "F", "F", "F"], "positions_angstrom": [[0.0228, 2.7840, 1.4204], [0.3116, 3.4102, 0.0366], [0.7405, 2.2445, -0.8751], [0.1829, 2.3312, -2.1864], [-0.4117, 1.1522, -2.5775], [-1.6010, 0.8915, -1.7877], [-1.8073, -0.4524, -1.6523], [-2.6401, -1.0130, -2.3210], [-0.9973, -1.3028, -0.6678], [0.0411, -1.9929, -1.2421], [0.8514, -2.7572, -0.4464], [1.9068, -3.4271, -0.9301], [2.9570, -2.5293, -1.3891], [3.5869, -1.6288, -0.3233], [4.6510, -2.3249, 0.5743], [0.6071, -2.8513, 0.8687], [1.8538, -4.0769, 1.9836], [-0.4279, -2.1805, 1.4722], [-0.6697, -2.3551, 3.5624], [-1.2673, -1.3792, 0.7254], [-2.4354, -0.5484, 1.2635], [-3.3345, -1.2238, 2.2170], [0.5961, 1.8553, 1.5766], [0.2613, 3.4648, 2.2438], [-1.0495, 2.5275, 1.4487], [1.1683, 4.0861, 0.1389], [-0.5978, 3.9207, -0.2910], [0.4526, 1.3016, -0.3841], [1.8369, 2.1973, -1.0006], [0.3356, 0.3424, -2.4494], [-0.6467, 1.2542, -3.6410], [0.2611, -1.9305, -2.3026], [2.5533, -1.8995, -2.1961], [3.7692, -3.0963, -1.8548], [2.8633, -1.1189, 0.3256], [4.1117, -0.8326, -0.8690], [4.6072, -3.4169, 0.4956], [4.4212, -2.0957, 1.6232], [5.6694, -1.9637, 0.4093], [-3.0688, -0.2023, 0.4356], [-2.0673, 0.3649, 1.7513], [-3.0790, -0.8864, 3.1378], [-3.1725, -2.2233, 2.2672], [-3.9096, 2.4133, 1.5563], [-4.2782, 3.5217, 0.2822], [-5.3803, 4.7006, 0.8298], [-4.9588, 2.6679, -1.0327], [-2.8195, 4.2777, -0.2257]], "fmax_ev_per_a": 2.03, "e_tot_ha": -2193.97491}